Entry 1:
# C5H5NOS

The molecule C5H5NOS in a non-equilibrium geometry (wB97M-V/def2-TZVPD, the OMol25 dataset).

XYZ file:
```
13
Properties=species:S:1:pos:R:3:forces:R:3:mulliken_charge:R:1
C 1.33625 1.75603 0.22269 2.813 0.951 -1.093 -0.975
C 1.10306 0.25298 0.11850 1.286 -1.315 0.052 0.216
C -0.30352 -0.13350 0.10614 -3.570 2.280 -1.693 0.305
C -1.40402 0.98050 -0.26038 0.484 -0.168 2.263 -0.141
C -1.18187 -1.23784 0.15448 2.010 7.346 0.242 -0.392
H 2.53960 1.99819 0.36089 -3.235 -0.783 -0.794 0.258
H 0.85898 2.41658 0.96333 -0.334 -0.981 0.071 0.326
H 0.93119 2.11116 -0.78605 0.986 -0.033 1.130 0.290
H -1.46412 2.10419 -0.10483 0.972 -1.330 -1.081 0.322
H -0.86124 -2.15508 0.25080 0.809 -5.024 0.740 0.567
N -2.62058 0.53461 -0.26944 2.086 -1.673 1.457 -0.305
O -2.41668 -0.86166 0.19045 -2.247 -0.692 -1.863 -0.219
S 2.39836 -0.81456 -0.14814 -2.060 1.425 0.568 -0.252
```
Positions in Å, forces in eV/Å.

* orbital gap: 0.2904 hartree
* energy: -721.5594 Eh
* energy above the lowest of the compared OMol25 structures with the same formula, charge and spin: 4.3610 eV

=====

Entry 2:
# C5H5NOS

A structure of composition C5H5NOS in a non-equilibrium geometry (wB97M-V/def2-TZVPD, the OMol25 dataset).

XYZ file:
```
13
Properties=species:S:1:pos:R:3:forces:R:3:mulliken_charge:R:1
C 1.79758 -1.20997 -0.21822 2.456 -2.411 -1.547 -0.295
C 0.69265 -0.49640 -0.45139 0.159 0.029 0.545 0.381
C 0.39551 0.25610 0.69195 -1.752 1.134 0.605 0.381
C -0.99615 0.74554 0.66307 0.325 0.032 -3.752 -0.593
C -1.26435 0.33686 -1.07601 0.231 4.357 4.185 -0.448
N 1.16365 0.22773 1.73105 0.324 -0.948 0.127 -0.602
O -0.20793 -0.46575 -1.44795 -0.156 -0.891 -0.903 -0.433
S 2.29232 -0.91784 1.39405 1.236 0.160 -0.070 0.030
H 2.41100 -1.92172 -0.90691 -1.436 1.394 1.452 0.312
H -1.59464 0.24525 1.38803 -0.663 -0.654 0.223 0.253
H -1.17563 1.79484 0.72064 0.135 0.799 0.247 0.332
H -2.26238 0.03333 -0.95607 -1.069 -1.643 -1.119 0.389
H -1.25165 1.37201 -1.53225 0.210 -1.358 0.006 0.292
```
Positions in Å, forces in eV/Å.

* orbital gap: 0.3555 hartree
* energy: -721.6318 Eh
* energy above the lowest of the compared OMol25 structures with the same formula, charge and spin: 2.3907 eV

=====

Entry 3:
# C5H5NOS3

The ion C5H5NOS3 with charge -2 in a non-equilibrium geometry (wB97M-V/def2-TZVPD, the OMol25 dataset).

XYZ file:
```
15
Properties=species:S:1:pos:R:3:forces:R:3:mulliken_charge:R:1
C 1.44491 0.95910 0.04791 -0.730 -2.829 -0.176 -0.119
C 2.51862 0.08589 0.21523 -0.280 2.370 0.172 -0.079
C 0.75742 -1.29179 0.01351 -0.087 0.765 0.730 0.307
C -2.09355 -0.02745 0.35835 0.530 1.125 -0.299 -1.226
C -0.96909 0.29121 -0.56849 -1.315 1.140 -2.532 -0.546
N 0.30231 -0.03144 -0.07726 2.020 0.092 0.092 0.131
O 2.05057 -1.26532 0.23050 1.339 1.226 -0.065 -0.319
S 1.07185 2.64243 -0.07967 0.384 -0.155 0.067 -0.607
S 4.17873 0.59487 0.45843 -0.440 -0.992 -0.079 -0.620
S -0.00056 -2.79709 0.10067 -0.742 -0.328 -0.427 -0.572
H -3.03805 0.06851 -0.07399 -1.607 -0.276 -1.316 0.405
H -1.91000 -0.97666 0.69992 -0.103 -2.502 0.935 0.340
H -2.19717 0.61256 1.18798 0.622 1.100 1.250 0.298
H -1.09651 -0.19480 -1.56104 -0.168 -0.607 0.623 0.280
H -1.01948 1.32996 -0.95206 0.576 -0.129 1.025 0.326
```
Positions in Å, forces in eV/Å.

* orbital gap: 0.1529 hartree
* energy: -1518.0779 Eh
* charge: -2

=====

Entry 4:
# C5H5NOSe

The molecule C5H5NOSe in a non-equilibrium geometry (wB97M-V/def2-TZVPD, the OMol25 dataset).

XYZ file:
```
13
Properties=species:S:1:pos:R:3:forces:R:3:mulliken_charge:R:1
C 1.55148 -0.08840 -0.79150 0.565 0.533 -0.090 -0.461
C 1.53476 1.28674 -0.35581 1.912 -0.540 -1.238 -0.153
C 0.50805 -1.03518 -0.70373 1.624 -0.280 -1.167 -0.002
C 0.72790 1.94503 0.57407 2.002 -0.241 -0.126 -0.126
C -1.37000 -1.36590 0.76851 -0.013 0.364 0.310 -0.242
N -0.55368 -0.92930 -0.01531 -1.707 0.094 1.224 -0.026
O -0.52349 1.93548 0.66008 -3.919 -0.918 -2.104 -0.258
Se -3.19879 -0.97907 0.92412 0.073 -0.020 -0.141 -0.063
H 2.48487 -0.59644 -1.18729 -1.067 1.346 0.213 0.263
H 2.42013 1.95648 -0.64941 -1.122 -1.415 0.579 0.247
H 0.50706 -1.98933 -1.22719 0.797 0.189 -0.276 0.371
H -1.05147 1.52426 -0.18142 1.568 1.010 2.312 0.295
H -3.03684 -1.66438 2.18489 -0.713 -0.122 0.505 0.154
```
Positions in Å, forces in eV/Å.

* orbital gap (alpha / beta): 0.2441 / 0.2353 hartree
* energy: -2724.7027 Eh
* energy above the lowest of the compared OMol25 structures with the same formula, charge and spin: 2.4110 eV

=====

Entry 5:
# C5H5NS2

The molecule C5H5NS2 in a non-equilibrium geometry (wB97M-V/def2-TZVPD, the OMol25 dataset).

XYZ file:
```
13
Properties=species:S:1:pos:R:3:forces:R:3:mulliken_charge:R:1
C 0.54582 -0.08855 0.04698 -0.513 -0.410 1.120 0.922
C -0.40558 -0.37882 -1.12022 0.599 -0.523 -0.924 -0.847
C -1.52202 -0.53658 1.14409 0.139 0.371 -0.652 -0.307
C -0.21599 -0.52717 1.33716 0.910 0.387 -1.195 -0.577
C 1.75031 -0.88886 -0.08569 2.458 -0.919 -0.823 -0.194
H -0.31626 2.07238 0.06718 0.137 -0.007 0.040 0.164
H -0.27844 -1.43661 -1.48966 -0.153 1.068 0.395 0.392
H -0.18693 0.34388 -1.92015 -0.166 -0.504 0.080 0.414
H -2.22176 -0.68933 1.92225 -0.779 -0.243 0.445 0.419
H 0.35798 -0.76714 2.23253 -0.421 0.195 -0.170 0.354
N 2.72044 -1.50766 -0.28183 -1.942 1.122 0.542 -0.432
S 0.98387 1.71482 0.08799 -0.063 -0.352 0.165 -0.190
S -2.06592 -0.11793 -0.51132 -0.205 -0.186 0.974 -0.119
```
Positions in Å, forces in eV/Å.

* orbital gap: 0.3509 hartree
* energy: -1044.6164 Eh
* energy above the lowest of the compared OMol25 structures with the same formula, charge and spin: 0.5150 eV

=====

Entry 6:
# C5H5NS2

The molecule C5H5NS2 in a non-equilibrium geometry (wB97M-V/def2-TZVPD, the OMol25 dataset).

XYZ file:
```
13
Properties=species:S:1:pos:R:3:forces:R:3:mulliken_charge:R:1
C -1.93163 -0.66192 0.71042 0.125 2.007 0.626 -0.651
C -0.50670 -0.14567 0.39190 -2.907 -3.406 0.828 0.623
C 0.51672 -0.99123 0.26699 1.598 3.232 -0.087 -0.503
C 1.63062 -0.01554 0.12389 2.615 -0.006 -1.635 0.215
C -0.06280 1.21264 0.28340 2.592 1.012 1.113 -0.466
H -3.78815 1.01221 0.31386 1.482 -2.247 -2.202 0.166
H -1.99170 -1.74349 0.80895 0.203 0.017 -0.443 0.324
H -2.27720 -0.27743 1.73448 0.447 -0.301 -1.574 0.308
H 0.71640 -2.01535 0.21258 -0.324 -1.310 0.117 0.468
H -0.65562 2.02472 0.58978 -0.923 1.162 -0.386 0.433
N 1.24977 1.36209 0.17905 -3.186 -1.516 0.335 -0.466
S -3.07733 -0.01733 -0.62262 -1.340 1.897 2.886 -0.233
S 3.16300 -0.29048 -0.35067 -0.382 -0.542 0.425 -0.218
```
Positions in Å, forces in eV/Å.

* orbital gap: 0.2653 hartree
* energy: -1044.5557 Eh
* energy above the lowest of the compared OMol25 structures with the same formula, charge and spin: 2.1656 eV

=====

Entry 7:
# C5H5NS2

The molecule C5H5NS2 in a non-equilibrium geometry (wB97M-V/def2-TZVPD, the OMol25 dataset).

XYZ file:
```
13
Properties=species:S:1:pos:R:3:forces:R:3:mulliken_charge:R:1
C -1.18720 -2.14359 1.59974 -8.763 2.893 6.268 0.058
C -0.49269 -1.57125 0.44691 0.635 1.033 -0.270 -0.018
C 1.08366 0.38726 -0.47256 3.539 -2.539 0.855 -0.261
C 0.80640 1.82260 -0.81973 2.893 4.019 -5.199 -0.292
C -0.15376 0.96657 -0.30804 -7.966 0.778 3.966 -0.096
H -0.42067 -2.41103 -0.23519 0.960 0.149 -0.390 0.344
H 1.26489 -0.16509 -1.39671 -0.176 0.019 0.400 0.245
H 0.91086 1.80934 -2.05272 -0.061 0.583 3.304 0.175
H 1.12742 2.83498 -0.33450 -0.727 -2.260 -0.758 0.270
H -0.43097 1.41765 0.76372 1.021 -1.495 -2.030 0.223
N -2.18529 -2.03476 2.39188 8.192 -1.674 -5.906 -0.415
S 1.19373 -0.65298 0.97653 -0.314 -1.440 -0.399 -0.132
S -1.51638 -0.25971 -0.55933 0.768 -0.067 0.161 -0.099
```
Positions in Å, forces in eV/Å.

* orbital gap: 0.3294 hartree
* energy: -1044.4423 Eh
* energy above the lowest of the compared OMol25 structures with the same formula, charge and spin: 5.2526 eV

=====

Entry 8:
# C5H5O6Yb

A structure of composition C5H5O6Yb in a non-equilibrium geometry (wB97M-V/def2-TZVPD, the OMol25 dataset).

XYZ file:
```
17
Properties=species:S:1:pos:R:3:forces:R:3:lowdin_spin:R:1
O -1.56676 0.25601 -0.22688 1.361 4.091 -1.227 0.194
C 1.29300 4.95556 0.28924 2.430 3.757 1.563 0.000
C -1.73660 -0.93741 -0.50671 1.549 -4.862 3.371 0.301
O 1.86562 5.83889 0.73542 -1.024 -1.401 -0.546 0.000
O 0.74258 4.05750 -0.21817 -1.805 -3.461 -1.302 -0.001
C -2.46807 -1.84845 0.31678 -1.539 1.239 -1.228 0.411
Yb -0.06772 1.90168 -0.85968 -0.240 -1.454 1.063 0.960
H -2.81889 -2.78030 -0.12917 0.251 -0.050 0.483 0.012
H -2.76112 -1.49939 1.30838 -0.183 -0.303 0.015 0.029
C -0.43693 -1.92090 -0.70328 0.429 0.971 -2.598 0.058
O 0.60392 -1.78724 0.27243 -0.373 0.468 0.052 0.004
C 1.41882 -0.77265 0.27321 0.803 -2.686 2.313 0.000
O 1.26257 0.25261 -0.39105 -1.067 3.434 -1.689 0.003
O 2.40134 -0.95814 1.09680 -0.924 0.200 -0.627 0.000
H -0.04082 -1.61579 -1.68241 0.240 -0.190 0.012 0.024
H -0.60714 -2.99575 -0.79312 -0.431 0.255 0.283 0.005
H 2.91618 -0.14622 1.21822 0.526 -0.009 0.061 0.000
```
Positions in Å, forces in eV/Å.

* 2S+1: 3
* orbital gap (alpha / beta): 0.2599 / 0.2055 hartree
* energy: -1802.4308 Eh
* energy above the lowest of the compared OMol25 structures with the same formula, charge and spin: 0.0000 eV
* charge: +3